(1)
{
  "formula": "C32H30BaN6O2PS2Se2Te2",
  "method": "ωB97M-V with the def2-TZVPD basis set",
  "species": ["Ba", "C", "N", "C", "C", "N", "C", "S", "C", "C", "C", "C", "C", "N", "H", "H", "H", "H", "H", "H", "H", "H", "H", "Se", "Te", "Te", "Se", "O", "C", "O", "C", "C", "C", "C", "C", "C", "P", "C", "C", "C", "C", "C", "C", "C", "C", "C", "C", "C", "C", "H", "H", "H", "H", "H", "H", "H", "H", "H", "H", "H", "H", "H", "H", "C", "C", "C", "N", "N", "C", "N", "S", "H", "H", "H", "H", "H", "H", "H"],
  "xyz": [[-0.2146, 0.2534, 0.1052], [2.9113, -4.7944, 0.5650], [3.5529, -3.6418, -0.0447], [4.8381, -3.2147, 0.2519], [5.0526, -2.0781, -0.4146], [3.8743, -1.7906, -1.1114], [2.9285, -2.7504, -0.8596], [1.3981, -2.8637, -1.5329], [3.7094, -0.6286, -1.9153], [4.6555, -0.3972, -2.8995], [4.5731, 0.7706, -3.6363], [3.5485, 1.6584, -3.3704], [2.6316, 1.3270, -2.3842], [2.6994, 0.2000, -1.6689], [3.4959, -5.6944, 0.3639], [1.9232, -4.8960, 0.1329], [2.8311, -4.6270, 1.6384], [5.4721, -3.7481, 0.9382], [5.9021, -1.4156, -0.4351], [5.4396, -1.1231, -3.0685], [5.3011, 0.9862, -4.4087], [3.4457, 2.5882, -3.9142], [1.8095, 2.0008, -2.1578], [2.7982, -2.1348, 3.0423], [1.8510, 0.1097, 2.6054], [-0.1049, 0.2469, 4.4820], [-1.8821, 1.2568, 3.0449], [0.0157, 3.2047, -2.0454], [-0.8834, 2.3743, -2.1485], [-1.2880, 1.5914, -1.2051], [-1.5628, 2.1564, -3.4765], [-1.9066, 3.2531, -4.2627], [-2.5261, 3.0618, -5.4842], [-2.7721, 1.7710, -5.9420], [-2.4024, 0.6796, -5.1751], [-1.8088, 0.8530, -3.9214], [-1.1636, -0.5999, -2.9675], [-0.1761, -1.2815, -4.3783], [-0.3126, -2.5470, -4.9354], [0.5737, -2.9886, -5.9128], [1.6060, -2.1737, -6.3458], [1.7406, -0.8974, -5.8096], [0.8535, -0.4582, -4.8411], [-2.5969, -1.7391, -2.9338], [-3.9105, -1.3473, -3.1871], [-4.9490, -2.2664, -3.0928], [-4.6885, -3.5857, -2.7498], [-3.3875, -3.9767, -2.4615], [-2.3528, -3.0568, -2.5325], [-1.6826, 4.2462, -3.8924], [-2.8101, 3.9168, -6.0867], [-3.2347, 1.6170, -6.9098], [-2.5561, -0.3259, -5.5512], [-1.1064, -3.2054, -4.6059], [0.4613, -3.9843, -6.3270], [2.3036, -2.5288, -7.0968], [2.5391, -0.2437, -6.1424], [0.9636, 0.5383, -4.4268], [-4.1270, -0.3178, -3.4452], [-5.9657, -1.9460, -3.2873], [-5.4998, -4.3032, -2.6912], [-3.1798, -4.9967, -2.1568], [-1.3436, -3.3544, -2.2583], [-5.3129, -3.7877, 2.7379], [-4.7452, -3.8332, 1.3135], [-4.2288, -2.5099, 0.8539], [-3.0038, -2.2545, 0.5791], [-2.7705, -0.9518, 0.2044], [-3.8498, -0.2204, 0.1774], [-3.9078, 1.0652, -0.2629], [-5.2765, -1.1158, 0.6296], [-5.6616, -4.7757, 3.0433], [-6.1550, -3.0933, 2.8018], [-4.5482, -3.4526, 3.4402], [-5.5143, -4.1764, 0.6146], [-3.9100, -4.5326, 1.2613], [-2.9999, 1.4768, -0.4658], [-4.5963, 1.6736, 0.1426]],
  "energy_ha": -8218.8025,
  "total_charge": -1,
  "homo_ev": -2.88,
  "orbital_gap_ha": 0.183,
  "e_above_lowest_kj_mol": 198.6
}

---

(2)
{
  "formula": "C32H30CrF3N5O3S",
  "method": "ωB97M-V with the def2-TZVPD basis set",
  "species": ["Cr", "C", "C", "C", "C", "C", "C", "C", "N", "N", "C", "C", "C", "C", "C", "C", "N", "C", "C", "C", "C", "C", "C", "N", "H", "H", "H", "H", "H", "H", "H", "H", "H", "H", "H", "H", "H", "H", "H", "H", "H", "H", "H", "H", "N", "C", "C", "C", "C", "C", "C", "C", "C", "C", "C", "C", "C", "H", "H", "H", "H", "H", "H", "H", "H", "H", "H", "F", "C", "F", "F", "S", "O", "O", "O"],
  "xyz": [[0.2398, 0.2476, -0.5763], [-2.4781, 1.6527, 0.1889], [-1.8458, 1.7855, 1.5773], [-0.3972, 2.1926, 1.6848], [-0.0780, 3.3209, 2.4213], [1.2397, 3.5955, 2.7436], [2.2150, 2.7143, 2.3277], [1.8424, 1.6507, 1.5317], [0.5727, 1.3877, 1.1877], [-2.1387, 0.3800, -0.4817], [-2.3542, 0.5050, -1.9574], [-1.6560, -0.6045, -2.6691], [-2.2213, -1.3036, -3.6928], [-1.4893, -2.2976, -4.3801], [-0.1668, -2.5329, -3.9251], [0.3539, -1.8187, -2.8915], [-0.3571, -0.8307, -2.2143], [-3.0489, -0.7218, -0.0772], [-3.2517, -1.0454, 1.3848], [-4.4969, -0.8264, 1.9629], [-4.7018, -1.1638, 3.2913], [-3.6564, -1.7170, 4.0088], [-2.4511, -1.9147, 3.3542], [-2.2529, -1.5953, 2.0788], [-3.5682, 1.7467, 0.2853], [-2.1390, 2.4697, -0.4442], [-2.4290, 2.5096, 2.1466], [-1.9290, 0.8417, 2.1067], [-0.8761, 3.9671, 2.7594], [1.4958, 4.4779, 3.3149], [3.2591, 2.8665, 2.5588], [2.5899, 0.9884, 1.1243], [-3.4254, 0.5010, -2.1869], [-1.9454, 1.4651, -2.2628], [-3.2417, -1.0719, -3.9774], [-1.9173, -2.8513, -5.2017], [0.4563, -3.2808, -4.3988], [1.3675, -1.9890, -2.5539], [-4.0412, -0.4708, -0.4712], [-2.7287, -1.6219, -0.6094], [-5.2935, -0.3857, 1.3785], [-5.6645, -0.9944, 3.7558], [-3.7667, -1.9964, 5.0471], [-1.6014, -2.3464, 3.8720], [0.2535, -1.5556, 0.3968], [1.3785, -2.1371, 1.1061], [1.0576, -3.0839, 2.0753], [2.0322, -3.6912, 2.8406], [3.3554, -3.3383, 2.6193], [3.6696, -2.4168, 1.6395], [2.7045, -1.7859, 0.8385], [3.1131, -0.8620, -0.2702], [4.4690, -0.7877, -0.6237], [4.9088, -0.0110, -1.6798], [3.9881, 0.6927, -2.4425], [2.6505, 0.6387, -2.0936], [2.1861, -0.0922, -0.9949], [-0.0248, -2.1825, -0.3604], [-0.5414, -1.5449, 1.0511], [0.0138, -3.3388, 2.2192], [1.7647, -4.4243, 3.5898], [4.1490, -3.7890, 3.2009], [4.7132, -2.1823, 1.5027], [5.2146, -1.3555, -0.0875], [5.9650, 0.0264, -1.9145], [4.3094, 1.2810, -3.2929], [1.9355, 1.1741, -2.7063], [0.0820, 4.9366, -3.6469], [0.6951, 3.7986, -3.3295], [0.1738, 2.8204, -4.0724], [1.9862, 3.9142, -3.6392], [0.4971, 3.4432, -1.5040], [-0.5240, 4.3493, -1.0536], [1.8117, 3.5761, -0.9496], [-0.0105, 2.0426, -1.5396]],
  "energy_ha": -3479.2179,
  "homo_ev": [-4.31, -8.33],
  "orbital_gap_ha": [0.160, 0.307],
  "e_above_lowest_kj_mol": 78.3,
  "multiplicity": 5
}

---

(3)
{
  "formula": "C32H30KN5O8",
  "method": "ωB97M-V with the def2-TZVPD basis set",
  "species": ["K", "O", "C", "C", "C", "C", "C", "C", "C", "N", "N", "C", "O", "C", "C", "C", "C", "C", "C", "H", "H", "H", "H", "H", "H", "H", "H", "H", "H", "C", "O", "C", "C", "O", "C", "H", "H", "H", "H", "H", "H", "H", "H", "H", "H", "O", "C", "O", "C", "C", "C", "C", "C", "C", "N", "O", "O", "H", "H", "H", "H", "N", "C", "N", "C", "C", "C", "C", "C", "C", "H", "H", "H", "H", "H", "H"],
  "xyz": [[0.1672, -0.1319, 0.8184], [-2.1452, -0.1078, 1.2005], [-3.3001, -0.4794, 1.5687], [-4.4325, 0.4031, 1.5687], [-5.6962, -0.0004, 1.9541], [-5.9385, -1.3139, 2.3721], [-4.8643, -2.1983, 2.3868], [-3.5738, -1.8371, 2.0097], [-2.5186, -2.8623, 2.0578], [-1.3105, -2.6212, 1.7496], [-0.4395, -3.6906, 1.7090], [0.8149, -3.2594, 1.6745], [1.2763, -2.1029, 1.8701], [1.8018, -4.3488, 1.2966], [3.0665, -3.9498, 0.8761], [4.0152, -4.8803, 0.4671], [3.7140, -6.2374, 0.4890], [2.4552, -6.6470, 0.9232], [1.5056, -5.7108, 1.3199], [-4.2484, 1.4216, 1.2394], [-6.5155, 0.7125, 1.9307], [-6.9299, -1.6335, 2.6711], [-5.0265, -3.2268, 2.7051], [-2.8137, -3.8796, 2.3569], [3.2813, -2.8868, 0.8831], [4.9941, -4.5487, 0.1340], [4.4509, -6.9687, 0.1736], [2.2114, -7.7046, 0.9498], [0.5171, -6.0089, 1.6424], [1.4691, 1.0330, -3.3857], [1.5557, -0.1627, -2.6545], [1.2627, -1.3077, -3.4053], [1.4720, -2.5124, -2.5009], [0.8289, -2.3704, -1.2650], [-0.5699, -2.6441, -1.2877], [2.2211, 1.0642, -4.1858], [1.6489, 1.8490, -2.6879], [0.4749, 1.1543, -3.8314], [1.9439, -1.3904, -4.2680], [0.2363, -1.2678, -3.7988], [2.5384, -2.6256, -2.2968], [1.1315, -3.4186, -3.0224], [-0.7563, -3.6769, -0.9873], [-0.9916, -2.4671, -2.2849], [-1.0584, -1.9896, -0.5656], [2.9043, 3.5555, 0.2734], [2.6359, 2.3496, 0.1337], [1.5523, 1.7397, 0.3145], [3.7931, 1.4584, -0.3513], [3.6140, 0.0954, -0.5721], [4.6762, -0.6995, -0.9992], [5.9202, -0.1405, -1.2293], [6.0771, 1.2216, -1.0168], [5.0381, 2.0235, -0.5796], [7.3959, 1.8309, -1.2698], [8.2608, 1.1365, -1.7760], [7.5263, 3.0209, -1.0657], [2.6279, -0.3292, -0.4227], [4.5326, -1.7624, -1.1504], [6.7616, -0.7308, -1.5620], [5.1711, 3.0820, -0.4108], [-2.3669, 3.1230, -2.1783], [-1.5111, 2.3773, -1.4000], [-1.5585, 1.1106, -1.6574], [-2.5030, 0.9790, -2.6681], [-2.9729, -0.1622, -3.3160], [-3.9284, -0.0055, -4.3054], [-4.4236, 1.2627, -4.6481], [-3.9811, 2.4062, -4.0048], [-3.0199, 2.2383, -3.0138], [-2.4859, 4.1172, -2.1382], [-0.8601, 2.8274, -0.6569], [-2.6053, -1.1375, -3.0238], [-4.3133, -0.8786, -4.8185], [-5.1762, 1.3470, -5.4233], [-4.3762, 3.3820, -4.2627]],
  "energy_ha": -2713.0688,
  "total_charge": -2,
  "homo_ev": -1.14,
  "orbital_gap_ha": 0.185,
  "e_above_lowest_kj_mol": 49.7
}